[1]
Density functional theory data (ωB97M-V/def2-TZVPD) for 5 unconnected molecules or ions with the total composition C25H64N6O9.

## Properties
2S+1	2
charge	-1
E_HOMO (alpha / beta)	0.745 / -6.631	eV

Structure (XYZ):
```
104
Properties=species:S:1:pos:R:3:forces:R:3
C 1.2178 7.5995 -1.1858 4.04 4.02 -0.35
O 2.4099 7.5611 -1.2086 4.25 -0.20 0.68
N 0.5613 8.7064 -1.1342 -2.83 5.71 0.60
N 0.4866 6.6357 -1.3576 -4.78 -7.70 -0.74
H -0.4465 8.6912 -1.1996 0.24 0.35 0.13
H 1.0070 9.6119 -1.0943 0.06 -0.49 -0.05
H 0.9722 5.7555 -1.2597 -0.94 -0.44 -0.30
H -0.4932 6.8310 -1.5058 0.00 -1.34 0.09
C 4.7203 5.4395 6.2247 -0.46 -0.58 -0.10
O 4.4286 5.6849 4.8826 -0.06 0.34 -1.50
C 4.2929 4.6846 3.8850 -1.13 -1.06 -0.72
C 2.8295 4.4809 3.3826 0.58 0.01 0.63
N 2.0191 3.9753 4.5173 -0.40 0.84 -0.96
C 0.5590 4.1267 4.1977 0.67 -0.47 1.70
C -0.3320 3.5639 5.3798 -0.42 -1.13 -1.50
O -0.3614 2.1420 5.6012 -0.10 -0.83 -0.92
C -0.6421 1.4553 4.3331 1.40 1.42 0.21
H 3.7863 5.2206 6.7424 -0.02 0.07 0.46
H 5.1700 6.3588 6.6000 0.03 -0.18 0.20
H 5.3699 4.5776 6.3767 0.30 0.01 -0.07
H 4.5732 3.6647 4.1485 0.42 0.05 0.92
H 4.9056 4.8965 3.0087 0.16 0.61 0.12
H 2.8206 3.7738 2.5532 0.06 0.02 -0.08
H 2.4151 5.4345 3.0553 0.05 0.22 -0.39
H 2.2191 4.7801 5.0938 -0.29 -0.21 1.25
H 0.3636 3.7107 3.2093 -0.19 -0.34 0.22
H 0.3198 5.1870 4.1173 -0.22 0.25 -0.03
H -1.3742 3.7104 5.0962 -0.19 1.12 0.06
H -0.1073 3.9944 6.3557 0.15 0.22 -0.24
H -0.9223 0.4030 4.3812 0.15 0.20 0.75
H 0.2972 1.5889 3.7964 0.00 -0.73 -0.41
H -1.3615 1.9862 3.7096 -0.48 0.12 0.27
C -2.8193 -5.2464 -4.2065 0.37 0.38 1.05
O -3.0426 -4.3593 -3.1196 0.78 0.00 -0.11
C -4.2232 -3.5856 -3.0711 0.18 -0.74 1.18
C -3.9211 -2.3505 -2.1318 -1.68 -0.04 -1.20
N -2.6701 -1.7311 -2.5043 -0.87 -0.23 0.58
C -2.7563 -0.9101 -3.7122 2.26 -1.81 -1.44
C -1.5880 -1.4229 -4.6947 -1.55 2.81 -0.17
O -1.7616 -0.6186 -5.9372 1.70 -0.34 1.20
C -0.5912 0.1829 -6.2343 -0.63 0.53 -0.01
H -2.7202 -4.7327 -5.1627 -0.25 0.07 -0.12
H -3.5639 -6.0422 -4.2272 -0.16 -0.03 -0.21
H -1.8510 -5.6643 -3.9308 0.00 -0.31 -0.43
H -4.9240 -4.2273 -2.5372 -0.78 0.16 -0.18
H -4.5603 -3.4169 -4.0939 -0.17 0.64 0.04
H -3.8713 -2.6790 -1.0937 -0.16 -0.13 -0.03
H -4.7723 -1.6914 -2.3028 -0.10 0.25 0.50
H -2.3246 -2.6639 -2.6794 2.31 0.40 -0.81
H -2.6039 0.1472 -3.4956 -0.13 -0.08 -0.03
H -3.6279 -1.0806 -4.3441 -0.53 0.20 0.36
H -1.7119 -2.4836 -4.9131 0.06 0.03 -0.06
H -0.6241 -1.1861 -4.2443 0.08 -0.31 -0.06
H 0.3485 -0.3680 -6.2726 -0.19 -0.41 -0.53
H -0.3419 1.0256 -5.5895 -0.56 -0.23 1.27
H -0.8185 0.7936 -7.1082 0.06 -0.82 -0.70
C 2.3128 -2.6431 0.1527 0.28 -0.53 0.65
O 2.3063 -4.0482 0.2317 -0.47 0.40 1.10
C 2.3191 -4.7775 -0.9255 0.24 -1.65 -0.33
C 1.9028 -6.1783 -0.4926 1.91 -0.44 0.45
N 0.5425 -6.3506 -0.0548 -0.78 0.30 -2.29
C -0.3198 -6.2831 -1.3051 -0.66 -0.34 1.34
C -1.7600 -6.6839 -0.9849 0.61 -0.46 0.24
O -2.2984 -5.8080 -0.0303 -0.37 0.54 -0.07
C -3.6473 -6.0856 0.3502 1.18 0.40 -0.14
H 3.1385 -2.2872 -0.4634 -0.22 0.19 -0.44
H 2.5609 -2.3742 1.1795 -0.36 0.58 -0.10
H 1.3131 -2.3154 -0.1324 0.29 0.57 -0.17
H 3.3558 -4.8631 -1.2508 0.15 0.17 -0.71
H 1.6542 -4.4703 -1.7327 0.05 0.72 -0.05
H 2.5431 -6.4039 0.3601 0.12 0.06 0.29
H 2.2743 -6.8915 -1.2284 -0.69 -0.26 -0.36
H 0.4086 -5.4879 0.4532 -0.70 0.09 0.50
H 0.0651 -7.0318 -1.9975 0.11 0.05 -0.09
H -0.3375 -5.3101 -1.7960 0.19 0.18 0.01
H -1.7066 -7.7024 -0.6004 -0.09 -0.29 0.44
H -2.3652 -6.7718 -1.8872 -0.19 0.46 -0.25
H -3.9643 -5.2791 1.0114 0.14 -0.12 0.14
H -3.6274 -7.0369 0.8820 -0.59 -0.18 -0.06
H -4.3091 -6.0484 -0.5151 -0.10 -0.43 -0.15
C 0.0491 -2.0302 2.5920 -1.09 1.40 -1.81
O 0.1551 -0.8827 1.6429 0.36 0.19 0.53
C -1.0450 -0.6490 0.8143 -0.20 -1.57 1.70
C -1.0685 0.5128 -0.1526 1.57 -2.96 0.19
N -0.7999 1.6717 0.5865 0.23 2.27 -0.36
C -0.5400 2.8130 -0.3319 -0.17 -0.30 -0.54
C 0.9049 2.8602 -0.9170 -2.03 -0.16 1.22
O 1.7302 3.4827 0.0239 1.33 -0.47 -1.02
C 3.0827 3.5570 -0.5441 -1.44 1.92 1.96
H 0.9067 -2.2369 3.2323 0.43 0.78 -0.52
H -0.1184 -2.9047 1.9633 -0.27 -0.30 0.26
H -0.7910 -1.8132 3.2517 -0.23 -0.32 -0.02
H -1.8718 -0.3953 1.4778 -0.23 -0.52 0.50
H -1.2086 -1.6080 0.3227 -0.46 0.06 -0.34
H -2.0326 0.3932 -0.6468 -0.04 0.61 -0.08
H -0.2665 0.2599 -0.8462 0.01 0.29 -0.91
H 0.0750 1.4784 1.0525 0.13 0.14 0.51
H -0.9306 3.7201 0.1294 0.84 0.34 0.19
H -1.2060 2.7300 -1.1908 -0.14 -0.39 -0.16
H 0.9279 3.3785 -1.8756 -0.03 0.14 -0.21
H 1.2221 1.8285 -1.0696 0.12 -0.23 -0.27
H 3.0312 4.0086 -1.5349 0.18 -0.60 -0.30
H 3.6806 2.6568 -0.4022 -0.22 -0.08 -0.33
H 3.3886 4.3794 0.1026 1.23 -0.15 -0.15
```
Positions in Å, forces in eV/Å.


[2]
Density functional theory data (ωB97M-V/def2-TZVPD) for a molecular structure, C20H24F4N3V.

## Properties
2S+1	1
ΔE to the lowest compared entry with this formula, charge and spin	7.21	kcal/mol
charge	+2
E_HOMO (alpha / beta)	-15.027 / -15.026	eV

Structure (XYZ):
```
52
Properties=species:S:1:pos:R:3:forces:R:3
V 0.5093 0.1167 1.3230 -1.46 0.06 -0.23
C 3.3244 1.4895 -0.4520 -0.01 -0.16 0.04
C 3.5346 0.1408 0.2096 0.12 0.37 -0.20
N 2.2480 -0.5176 0.6211 0.96 -0.02 -0.17
C 2.3773 -1.1541 1.9670 0.51 -0.25 0.34
C 2.3603 -0.0859 3.0734 0.13 -0.23 -0.24
C 1.8194 -1.4841 -0.4282 -0.33 -0.19 -0.19
C 0.4797 -2.1655 -0.1159 0.20 -0.25 -0.03
N -0.4055 -1.2515 0.6097 -0.16 -0.78 -0.06
C -1.6117 -1.7447 1.1101 -0.37 -0.16 0.26
C -1.9948 -1.2555 2.3551 0.12 -0.06 -0.14
F -1.1574 -0.2943 2.8953 0.29 0.07 -0.09
C -3.0704 -1.7351 3.0611 -0.08 0.11 0.12
F -3.3577 -1.2205 4.2480 0.03 0.00 -0.01
C -3.8325 -2.7546 2.5197 0.00 -0.05 -0.05
C -3.4781 -3.2645 1.2849 -0.01 0.04 0.10
F -4.1824 -4.2409 0.7449 0.01 0.01 -0.02
C -2.3838 -2.7753 0.5812 0.01 0.20 -0.23
F -2.0924 -3.2829 -0.6151 0.01 -0.01 0.02
H 4.2488 1.8036 -0.9345 0.00 0.00 0.00
H 3.0627 2.2433 0.2876 -0.02 0.00 -0.03
H 2.5477 1.4419 -1.2170 0.00 0.04 -0.02
H 4.1676 0.2599 1.0862 -0.04 -0.08 0.07
H 4.0542 -0.5375 -0.4673 -0.06 -0.13 0.05
H 3.3012 -1.7313 2.0159 0.00 -0.03 0.02
H 1.5667 -1.8748 2.1335 0.00 -0.03 -0.15
H 3.2208 0.5755 3.0129 -0.09 0.14 -0.06
H 2.3823 -0.5739 4.0451 -0.20 0.04 0.05
H 1.4521 0.5609 3.0724 0.14 0.22 0.46
H 2.5802 -2.2544 -0.5641 0.09 0.06 0.04
H 1.7354 -0.9207 -1.3566 0.07 0.06 0.02
H 0.6128 -3.0903 0.4550 0.05 0.05 0.05
H 0.0336 -2.4526 -1.0660 -0.04 0.02 -0.03
H -4.6819 -3.1557 3.0563 -0.01 0.03 0.00
C -3.2106 1.2274 0.4154 -0.05 0.09 0.11
C -2.5140 2.4772 0.8542 0.32 -0.27 -0.06
C -3.2387 3.5893 1.2153 -0.13 0.16 -0.02
C -2.6062 4.7972 1.4893 0.09 -0.14 -0.05
C -1.2275 4.9319 1.3267 -0.01 0.14 -0.06
C -0.4463 3.8565 0.9834 0.13 -0.37 0.05
C 1.0206 4.0160 0.7402 -0.08 0.04 0.13
C -1.0763 2.5664 0.8617 -0.74 0.56 -0.09
N -0.3369 1.4577 0.8813 0.53 0.88 0.37
H -3.9244 1.4804 -0.3701 0.01 -0.01 0.00
H -3.7879 0.7928 1.2339 0.04 -0.07 -0.01
H -2.5149 0.4972 0.0149 -0.02 -0.09 0.00
H -4.3195 3.5310 1.2516 0.02 -0.01 -0.01
H -3.1963 5.6559 1.7824 0.00 0.00 -0.02
H -0.7598 5.9007 1.4479 -0.04 0.00 0.01
H 1.2323 5.0284 0.4011 0.01 0.00 0.01
H 1.3598 3.3178 -0.0188 0.02 0.04 -0.01
H 1.5919 3.8615 1.6602 0.03 -0.06 -0.02
```
Positions in Å, forces in eV/Å.


Table of total energy (Eh), in record order: -1996.25544; -2283.57171